No. 1
Computed, not measured: a structure of composition C6H14NO, with wB97M-V/def2-TZVPD.

XYZ file:
```
22
Properties=species:S:1:pos:R:3:nbo_charge:R:1
C -0.62 -1.12 3.47 -0.457
N 0.47 -1.76 2.69 -0.552
C 0.35 -1.51 1.39 -0.051
C -0.10 -0.34 0.65 -0.257
C -0.57 -0.51 -0.80 -0.439
C -1.06 0.83 -1.43 -0.622
C 1.82 1.73 -2.60 -0.225
O 0.83 2.29 -3.37 -0.987
H -1.03 -0.21 3.02 0.163
H -0.22 -0.77 4.43 0.194
H -1.39 -1.90 3.55 0.184
H 0.84 -2.21 0.69 0.188
H 1.58 1.88 -1.49 0.069
H -0.87 -1.33 1.06 0.301
H -0.29 0.61 1.11 0.224
H -1.33 -1.29 -0.90 0.189
H 0.36 -0.78 -1.30 0.221
H -1.48 1.37 -0.58 0.164
H -0.30 1.47 -1.88 0.306
H -1.83 0.62 -2.17 0.199
H 2.76 2.27 -2.77 0.107
H 2.07 0.64 -2.77 0.079
```

Computed properties:
Max |F| in hartree/bohr: 0.0722
Gap between HOMO and LUMO in eV: 5.602
Total energy in Eh: -366.82137
LUMO level in eV: 3.23
Charge: -1
Relative energy (zero: lowest compared OMol25 entry of this formula, charge and spin) in kJ/mol: 473.3
HOMO energy in eV: -2.4

No. 2
Computed, not measured: a structure of composition C6H14NO, with wB97M-V/def2-TZVPD.

XYZ file:
```
22
Properties=species:S:1:pos:R:3:lowdin_spin:R:1
C -1.81 1.56 1.50 0.190
C -1.45 0.09 1.59 0.324
N 0.32 0.02 1.33 0.011
C 0.91 -1.62 -2.11 0.005
C 0.97 -1.40 -0.60 0.014
C 0.41 -0.04 -0.13 0.007
C 1.30 1.16 -0.58 0.001
O 1.46 1.31 -1.92 0.003
H -2.89 1.71 1.55 0.117
H -1.33 2.09 2.34 0.031
H -1.46 1.97 0.55 0.005
H -1.95 -0.46 0.80 0.078
H -1.80 -0.29 2.57 0.169
H -0.30 -0.69 1.64 0.012
H -0.13 -1.72 -2.43 0.005
H 1.44 -2.53 -2.39 0.001
H 1.34 -0.74 -2.60 0.000
H 2.00 -1.44 -0.25 0.000
H 0.40 -2.18 -0.08 0.019
H -0.53 0.13 -0.65 0.004
H 2.28 1.00 -0.04 0.000
H 0.84 2.06 -0.08 0.000
```

Computed properties:
Max |F| in hartree/bohr: 0.0898
Gap between HOMO and LUMO (spin up / spin down) in eV: 2.707 / 6.201
Total energy in Eh: -366.72988
LUMO level (spin up / spin down) in eV: 6.62 / 6.55
⟨S²⟩: 0.75
Charge: -2
Relative energy (zero: lowest compared OMol25 entry of this formula, charge and spin) in kJ/mol: 304.1
2S+1: 2
HOMO energy (spin up / spin down) in eV: 3.9 / 0.3